141
Properties=species:S:1:pos:R:3:mulliken_charge:R:1 method="wB97M-V/def2-TZVPD" orbital_gap_ev=7.7 charge=+1 e_lumo_ev=-2.0 energy_ev=-93740.77125
C 5.4762 -0.4275 3.1472 -1.103
C 6.0307 -0.9220 1.8175 -0.116
C 6.6327 0.1800 0.9542 -0.833
C 6.5771 -0.1354 -0.5459 -1.028
C 5.8709 0.9258 -1.3934 -1.088
C 4.3759 0.6266 -1.5257 -1.053
C 3.5208 1.2961 -0.4469 0.306
C 2.4000 0.3938 0.0556 -0.898
C 1.1368 1.1050 0.4865 0.423
C 1.3998 2.4221 1.2049 -1.219
N 0.0813 3.0241 1.7001 0.638
C -0.6562 3.5514 0.4973 -0.224
C -0.7475 5.0745 0.5506 -1.527
C -1.3633 5.6279 -0.7234 -1.328
S -0.1852 6.1259 -1.9695 1.392
O -0.5554 7.4001 -2.4597 -0.695
O -0.0633 5.0509 -2.9104 -0.615
O 1.2150 6.3062 -1.2829 -0.413
C -0.5814 1.9516 2.5362 -1.387
C -1.6681 2.4992 3.4552 0.820
C -1.0316 3.4596 4.4658 -1.789
C -2.8335 3.2364 2.7988 -0.074
C -3.8165 2.4027 1.9690 -1.249
C -0.8644 0.7325 1.6972 1.467
C -1.5355 -0.3082 2.5721 -1.220
C -1.2436 -1.7550 2.1884 -1.348
C -1.4577 -2.1741 0.7292 -0.441
C -2.7132 -1.6432 0.0143 -1.227
N -2.4585 -1.0747 -1.2955 0.399
C -1.9308 -1.7746 -2.3145 -0.969
C -1.7580 -1.0038 -3.4137 -0.367
C -2.2740 0.2880 -3.0461 -0.983
C -2.6518 0.1899 -1.7469 -0.423
O 0.3896 0.2183 1.2868 -0.484
H 5.4232 -1.2482 3.8519 0.382
H 4.4648 -0.0554 3.0238 0.059
H 6.1007 0.3478 3.5678 0.387
H 5.2372 -1.4057 1.2567 0.030
H 6.7845 -1.6737 2.0188 0.431
H 6.0896 1.0943 1.1682 0.438
H 7.6618 0.3489 1.2435 0.515
H 7.5845 -0.2769 -0.9171 0.425
H 6.0559 -1.0733 -0.6894 0.468
H 5.9732 1.8824 -0.8908 0.508
H 6.3331 1.0201 -2.3671 0.435
H 4.0120 0.9250 -2.5012 0.486
H 4.2393 -0.4469 -1.4638 0.534
H 3.1194 2.1875 -0.8967 -0.005
H 4.1566 1.5498 0.3929 0.007
H 2.0998 -0.2488 -0.7632 0.770
H 2.7273 -0.2621 0.8564 0.025
H 0.5760 1.3068 -0.4282 0.045
H 1.8208 3.1377 0.5149 0.490
H 2.0624 2.3171 2.0533 0.303
H 0.3126 3.8270 2.2806 0.646
H -0.1255 3.2649 -0.4000 0.639
H -1.6495 3.1409 0.4387 0.075
H 0.2516 5.4863 0.6421 0.958
H -1.2904 5.3981 1.4291 0.483
H -2.0062 4.9135 -1.2198 0.477
H -1.9575 6.5113 -0.5517 0.505
H 1.6120 5.4380 -1.0957 0.206
H 0.2139 1.5929 3.1793 0.600
H -2.0796 1.6828 4.0315 0.247
H -1.6679 3.5767 5.3290 0.484
H -0.0983 3.0480 4.8381 0.378
H -0.8112 4.4302 4.0317 0.385
H -2.4879 4.0769 2.2118 -0.516
H -3.3925 3.6812 3.6113 0.656
H -3.3690 1.5307 1.5174 0.036
H -4.6702 2.1110 2.5594 0.436
H -4.2053 3.0072 1.1564 0.427
H -1.4623 0.9634 0.8235 -0.294
H -2.6015 -0.1613 2.6570 0.100
H -1.1579 -0.1706 3.5803 0.970
H -0.2260 -1.9870 2.4684 0.068
H -1.8698 -2.3822 2.8146 0.608
H -1.5387 -3.2531 0.7247 0.893
H -0.5710 -1.9544 0.1568 0.263
H -3.3608 -2.4926 -0.1580 0.335
H -3.2892 -0.9402 0.6012 0.448
H -1.6633 -2.8100 -2.2527 0.592
H -1.3289 -1.3275 -4.3383 0.445
H -2.3302 1.1739 -3.6423 0.652
H -3.0935 0.9396 -1.1227 0.540
C -0.1188 -4.2043 -5.0375 0.836
O -0.1700 -3.8466 -3.8657 -0.619
N -1.2305 -4.2485 -5.8324 -0.423
N 1.0478 -4.5937 -5.6023 -0.377
H -1.2056 -4.5369 -6.7909 0.146
H -2.1010 -3.9647 -5.4266 0.217
H 1.8599 -4.5994 -5.0151 0.151
H 1.1385 -4.9210 -6.5441 0.145
C 2.6858 -6.9776 -3.0454 0.539
O 2.5632 -7.1267 -4.2529 -0.656
N 3.4639 -7.8224 -2.2953 -0.371
N 2.0686 -5.9847 -2.3356 -0.136
H 3.5815 -7.7240 -1.3056 0.150
H 3.9318 -8.5656 -2.7767 0.225
H 1.4728 -5.3386 -2.8267 0.065
H 2.1686 -5.8726 -1.3415 0.187
C 4.0718 5.4627 -2.8043 0.755
O 3.7648 4.9173 -1.7415 -0.630
N 5.3211 5.9487 -3.0204 -0.447
N 3.1723 5.6080 -3.8156 -0.295
H 5.5960 6.3940 -3.8749 0.152
H 5.9924 5.8472 -2.2825 0.235
H 2.2599 5.2349 -3.6331 0.132
H 3.3652 6.0588 -4.6892 0.180
C -0.1407 0.3487 -6.8174 0.626
O 0.3013 -0.7585 -6.5795 -0.622
N -0.3265 0.8071 -8.0969 -0.403
N -0.4931 1.2257 -5.8239 -0.223
H -0.6988 1.7115 -8.3113 0.148
H -0.0807 0.1880 -8.8455 0.233
H -0.3759 0.9131 -4.8769 0.141
H -0.8693 2.1362 -5.9970 0.150
C -5.1358 -1.2343 4.3616 0.550
O -4.2601 -0.3883 4.1870 -0.569
N -5.3839 -2.2220 3.4470 -0.213
N -5.9324 -1.2689 5.4528 -0.339
H -6.1154 -2.8954 3.5826 0.114
H -4.8290 -2.2453 2.6143 0.145
H -5.8040 -0.5574 6.1459 0.191
H -6.6349 -1.9836 5.5770 0.248
C -9.1673 -3.7106 4.7558 0.636
O -8.2567 -3.0243 5.2060 -0.708
N -10.4701 -3.3443 4.8888 -0.401
N -8.9415 -4.8851 4.0993 -0.373
H -11.2336 -3.8883 4.5353 0.168
H -10.6622 -2.4865 5.3706 0.217
H -7.9937 -5.1945 4.0056 0.207
H -9.6771 -5.4569 3.7302 0.177
C 1.9741 -4.0924 1.9075 0.481
O 2.1847 -4.4399 0.7579 -0.641
N 2.7261 -3.1174 2.5141 -0.245
N 0.9852 -4.6416 2.6757 -0.332
H 2.5811 -2.7964 3.4520 0.175
H 3.4713 -2.7244 1.9702 0.095
H 0.4242 -5.3596 2.2581 0.219
H 0.8092 -4.3709 3.6239 0.172